{
  "formula": "C14H11F6NO4",
  "method": "ωB97M-V/def2-TZVPD",
  "e_tot_ha": -1494.90354,
  "de_lowest_kj_mol": 9.8,
  "smiles": "C#CCONC(=O)c1cc(OCC(F)(F)F)ccc1OCC(F)(F)F",
  "multiplicity": 1,
  "e_lumo_ev": 0.46,
  "homo_lumo_gap_ha": 0.3441,
  "species": ["C", "C", "C", "H", "H", "O", "N", "C", "O", "C", "C", "C", "C", "C", "C", "O", "C", "C", "F", "F", "F", "H", "H", "H", "H", "O", "C", "C", "F", "F", "F", "H", "H", "H", "H", "H"],
  "coordinates": [[2.41012, 2.81385, 2.82266], [2.83647, 1.71363, 3.01939], [3.29358, 0.34796, 3.20179], [4.05847, 0.11198, 2.44484], [3.71721, 0.22149, 4.20206], [2.24537, -0.62020, 3.15552], [1.59257, -0.65546, 1.92945], [0.37843, -0.08464, 1.76075], [-0.17240, 0.59602, 2.59530], [-0.22340, -0.28796, 0.39706], [-1.08578, 0.72850, -0.00373], [-1.74131, 0.67536, -1.22230], [-1.52567, -0.41889, -2.05444], [-0.68540, -1.44126, -1.66239], [-0.03056, -1.39520, -0.43701], [0.79837, -2.39783, 0.03407], [0.87969, -3.63335, -0.61290], [2.02423, -3.66311, -1.63697], [2.27212, -4.91908, -2.03138], [1.77110, -2.95448, -2.74291], [3.15581, -3.17814, -1.11611], [-0.05132, -3.93046, -1.10637], [1.13201, -4.36949, 0.15889], [-0.54362, -2.26497, -2.34248], [-2.02759, -0.45609, -3.00702], [-2.60123, 1.62948, -1.69201], [-2.87765, 2.73304, -0.87372], [-3.88095, 3.60216, -1.62809], [-3.40121, 4.04013, -2.79358], [-5.02163, 2.96019, -1.88442], [-4.19826, 4.68800, -0.90586], [-1.98250, 3.34097, -0.68245], [-3.33586, 2.43680, 0.07993], [-1.21834, 1.54211, 0.69183], [1.98503, -1.30163, 1.25899], [2.05410, 3.79056, 2.68364]],
  "forces_ev_per_angstrom": [[0.327, -0.443, 0.141], [-0.242, 0.211, -0.160], [0.239, -0.146, -0.164], [-0.125, 0.006, 0.222], [0.010, -0.050, -0.176], [-0.563, -0.259, -0.177], [0.950, 0.069, 0.123], [0.028, 0.079, 0.223], [-0.120, 0.070, 0.130], [-0.077, -0.323, -0.286], [-0.098, 0.097, -0.132], [0.146, -0.179, 0.024], [-0.069, 0.216, 0.201], [0.063, -0.097, -0.003], [-0.122, 0.260, 0.155], [-0.076, 0.270, -0.087], [0.269, -0.321, -0.237], [-0.021, -0.042, 0.084], [-0.163, -0.223, 0.106], [-0.206, 0.216, -0.100], [0.092, 0.095, 0.223], [0.110, 0.040, 0.078], [-0.071, 0.098, -0.201], [0.053, -0.081, -0.018], [-0.064, -0.021, -0.139], [0.016, -0.067, -0.063], [-0.135, 0.238, 0.047], [0.024, 0.042, 0.070], [0.252, -0.054, -0.207], [-0.128, -0.304, 0.009], [0.143, 0.033, 0.303], [-0.139, -0.091, -0.006], [0.082, 0.058, -0.134], [-0.044, 0.072, 0.058], [-0.107, -0.004, 0.184], [-0.232, 0.536, -0.093]]
}

=====

{
  "formula": "C3H6NO4S",
  "method": "ωB97M-V/def2-TZVPD",
  "e_tot_ha": -871.72049,
  "de_lowest_kj_mol": 386.3,
  "total_charge": -1,
  "multiplicity": 1,
  "e_lumo_ev": [1.84, 1.84],
  "homo_lumo_gap_ha": [0.1795, 0.1795],
  "species": ["C", "C", "C", "N", "O", "O", "O", "O", "S", "H", "H", "H", "H", "H", "H"],
  "coordinates": [[2.18471, 0.54113, 0.75518], [1.34187, -0.55207, 0.19771], [0.91979, -0.48110, -1.29550], [-0.37328, -0.26244, -1.68982], [-4.68518, -0.77178, 1.77702], [-0.62929, -0.01135, -2.90689], [-1.32362, -0.36776, -0.80984], [-4.76804, 1.58988, 1.18465], [-4.03052, 0.34143, 1.12802], [1.88539, 1.61603, 0.62219], [2.46372, 0.22879, 1.75169], [3.19808, 0.55776, 0.19754], [0.33468, -0.67179, 0.59082], [1.71769, -1.49561, 0.51376], [1.76399, -0.26112, -2.01654]],
  "forces_ev_per_angstrom": [[2.358, 1.016, -1.384], [-3.097, -0.119, -2.139], [1.195, 0.736, 0.011], [1.705, -0.527, 0.989], [0.527, 0.359, -0.386], [-0.217, -0.023, 0.461], [0.311, 0.215, -0.752], [0.725, -0.744, -0.193], [-1.080, 0.342, 0.450], [-0.408, -1.159, 0.547], [-0.048, 0.643, 0.676], [-1.256, -0.231, 0.625], [-0.217, 0.824, 0.887], [1.089, -1.044, -0.226], [-1.586, -0.286, 0.435]]
}

=====

{
  "formula": "C19H16ClN3O4",
  "method": "ωB97M-V/def2-TZVPD",
  "e_tot_ha": -1658.94157,
  "de_lowest_kj_mol": 208.3,
  "smiles": "CC1(C)CON(Cc2ccc(N3C(=O)c4cccnc4C3=O)cc2Cl)C1=O",
  "multiplicity": 1,
  "e_lumo_ev": -0.63,
  "homo_lumo_gap_ha": 0.2889,
  "species": ["O", "O", "O", "Cl", "N", "O", "C", "C", "C", "C", "C", "C", "C", "C", "C", "C", "C", "C", "C", "C", "N", "N", "C", "C", "C", "C", "C", "H", "H", "H", "H", "H", "H", "H", "H", "H", "H", "H", "H", "H", "H", "H", "H"],
  "coordinates": [[-1.82531, -1.11164, -4.25311], [-1.89431, 2.47695, -1.51942], [1.53645, -3.02084, 2.95602], [0.42651, -3.56076, -0.31564], [-3.44022, 1.06771, -5.67702], [2.49337, 0.29213, 2.19837], [-1.92445, 0.00885, -3.88002], [-2.00829, 1.75592, -2.48340], [1.68880, -1.73532, 2.98930], [-4.21873, 2.06880, -6.00290], [-2.85542, 0.97846, -4.43945], [-4.53869, 3.12542, -5.07961], [-3.88427, 3.11357, -3.87082], [0.64144, 0.87512, -1.24471], [-0.32361, -1.27771, -1.59313], [1.70044, 0.30099, -0.43179], [0.63763, -1.90499, -0.78169], [-2.97952, 2.04932, -3.55147], [-0.29529, 0.05851, -1.87271], [1.70636, -1.08643, -0.21994], [-1.36065, 0.57510, -2.71681], [2.18234, -1.07303, 1.87519], [2.73519, -1.65836, 0.69605], [0.44791, -1.12724, 4.94462], [2.96986, -1.40666, 5.03955], [2.04236, 0.40823, 3.61413], [1.73729, -0.98528, 4.22321], [-4.62318, 2.10553, -7.04751], [-5.16880, 4.04802, -5.38118], [-4.05789, 3.91045, -3.13381], [0.66694, 1.94898, -1.43357], [-1.06675, -1.99737, -1.93410], [2.47818, 1.02005, 0.01420], [3.83466, -1.31301, 0.50153], [2.76343, -2.72752, 0.67313], [-0.24317, -0.38151, 4.67283], [0.01402, -2.13588, 4.79581], [0.62544, -1.02990, 6.02115], [3.01406, -0.65081, 5.77481], [3.85998, -1.48530, 4.45660], [2.70668, -2.30538, 5.55516], [2.74143, 0.94551, 4.26751], [1.05784, 0.84128, 3.59469]],
  "forces_ev_per_angstrom": [[0.879, -1.271, -0.321], [0.653, -0.178, 0.280], [-0.117, 4.341, -0.073], [0.188, 0.250, -0.277], [0.912, -1.915, 0.502], [0.192, -0.965, 1.480], [-0.080, -1.118, 0.099], [-1.009, 2.333, 1.858], [1.842, -6.631, -3.005], [-0.552, 1.087, 0.447], [-2.061, 4.342, -1.488], [-0.029, 0.685, -1.075], [0.741, -0.192, 1.466], [1.743, -0.266, 0.403], [0.501, -2.939, 0.922], [-1.311, 1.069, -1.421], [1.072, 2.736, 0.448], [-0.825, -1.089, -2.111], [-0.644, 0.713, 0.061], [-0.809, -0.608, -2.466], [0.755, 0.093, -0.189], [-0.342, -0.507, 4.671], [1.230, 1.955, -0.973], [0.033, -1.171, 1.741], [-1.780, -0.435, -0.248], [-0.863, -0.168, 0.068], [1.562, 1.561, -1.203], [0.445, -0.195, 1.069], [0.973, -1.948, 0.534], [0.241, -0.336, -0.390], [-0.168, -0.355, 0.104], [-0.170, 0.724, -0.333], [-1.332, -1.522, -0.826], [-2.013, -0.220, 0.374], [-0.371, -0.565, 0.737], [-1.041, 0.829, -0.466], [0.294, 0.559, -0.072], [-0.147, 0.081, -0.023], [0.650, 0.912, 0.986], [0.598, -0.074, -0.311], [0.305, -0.890, 0.154], [-0.004, 0.196, -0.860], [-0.139, 1.093, -0.270]]
}